{
  "formula": "C27H28ClIrN6O",
  "method": "the ωB97M-V functional and the def2-TZVPD basis",
  "elements": ["Ir", "C", "C", "N", "C", "C", "C", "C", "C", "C", "C", "N", "C", "C", "N", "N", "H", "H", "H", "H", "H", "H", "H", "H", "H", "H", "H", "H", "H", "H", "H", "H", "H", "H", "Cl", "C", "C", "C", "C", "O", "C", "C", "N", "C", "C", "C", "C", "C", "C", "C", "C", "N", "C", "C", "H", "H", "H", "H", "H", "H", "H", "H", "H", "H"],
  "coordinates": [[0.982, -0.067, 0.183], [0.707, 1.813, 2.319], [1.826, 0.977, 2.869], [2.445, 0.198, 1.746], [2.919, -1.144, 2.251], [1.904, -2.219, 1.958], [1.858, -3.464, 2.554], [0.869, -4.351, 2.144], [-0.027, -3.996, 1.141], [0.079, -2.744, 0.570], [-0.724, -2.307, -0.637], [-0.522, -0.848, -0.996], [-1.678, 0.131, -1.025], [-1.193, 1.840, 0.810], [-0.234, 0.941, 1.535], [1.020, -1.895, 1.011], [1.101, 2.553, 1.622], [0.158, 2.341, 3.100], [1.422, 0.253, 3.579], [2.574, 1.572, 3.391], [3.259, 0.676, 1.370], [3.085, -1.076, 3.326], [3.880, -1.382, 1.796], [2.569, -3.737, 3.321], [0.805, -5.331, 2.600], [-0.780, -4.694, 0.799], [-1.775, -2.546, -0.515], [-0.363, -2.886, -1.490], [-0.179, -0.856, -1.953], [-3.280, -1.172, -0.710], [-2.055, 0.164, -2.048], [-2.201, 1.704, 1.188], [-0.909, 2.874, 0.997], [-0.760, 0.307, 2.140], [4.607, 2.475, -5.499], [3.959, 1.588, -4.234], [4.584, 0.395, -3.801], [4.040, -0.304, -2.773], [2.850, 0.134, -2.090], [2.464, -0.605, -1.122], [2.207, 1.362, -2.553], [0.913, 1.866, -2.077], [0.360, 1.474, -0.995], [-1.111, 1.568, -0.694], [-1.865, 2.595, -1.477], [-3.201, 2.631, -1.551], [-4.181, 1.791, -0.870], [-4.027, 0.651, -0.172], [-5.115, 0.146, 0.654], [-4.846, -0.715, 1.648], [-3.455, -1.023, 1.941], [-2.470, -0.787, 1.151], [-2.861, -0.305, -0.171], [2.770, 2.034, -3.612], [5.482, 0.055, -4.301], [4.488, -1.225, -2.423], [0.387, 2.541, -2.748], [-1.309, 3.395, -1.950], [-3.634, 3.451, -2.112], [-5.179, 2.217, -0.862], [-6.110, 0.549, 0.505], [-5.611, -1.070, 2.324], [-3.222, -1.447, 2.915], [2.304, 2.932, -3.999]],
  "forces_ev_per_a": [[-0.2, -0.4, 0.3], [-0.1, -0.1, 0.0], [-0.1, -0.2, 0.0], [0.0, 0.0, -0.2], [-0.1, 0.1, 0.0], [0.0, 0.0, 0.0], [0.0, 0.0, 0.0], [0.0, 0.0, 0.0], [0.0, 0.0, 0.0], [0.0, 0.0, 0.0], [0.0, 0.0, 0.0], [0.0, 0.0, 0.1], [-0.1, 0.1, -0.1], [0.2, 0.0, -0.1], [0.2, 0.3, 0.1], [0.1, 0.2, 0.1], [0.0, 0.0, 0.0], [0.1, 0.0, 0.1], [0.0, 0.0, 0.0], [0.0, 0.0, 0.0], [0.0, 0.2, 0.3], [0.1, 0.0, 0.0], [-0.1, 0.0, -0.1], [0.0, 0.0, 0.0], [0.0, 0.0, 0.0], [0.0, 0.0, 0.0], [0.0, 0.0, 0.1], [0.0, 0.0, 0.0], [0.1, -0.1, 0.0], [0.0, 0.0, 0.1], [0.1, 0.1, 0.0], [0.0, 0.0, 0.0], [0.0, 0.0, 0.0], [-0.1, 0.0, -0.1], [0.0, 0.0, 0.0], [0.0, 0.0, 0.0], [0.0, 0.0, 0.0], [0.0, 0.0, 0.0], [0.1, 0.1, 0.0], [-0.2, -0.1, -0.4], [0.0, 0.0, 0.0], [0.0, -0.2, -0.1], [0.2, 0.3, 0.0], [-0.1, -0.2, 0.1], [-0.1, 0.0, 0.0], [0.1, 0.0, 0.0], [0.0, 0.0, 0.1], [0.1, 0.0, -0.2], [-0.1, 0.0, 0.1], [-0.1, 0.1, 0.0], [0.1, 0.0, 0.0], [0.0, 0.0, 0.1], [0.0, 0.0, -0.2], [0.0, 0.0, 0.0], [0.0, 0.0, 0.0], [0.0, 0.0, 0.0], [0.0, 0.0, 0.0], [0.0, 0.0, 0.0], [0.0, 0.0, 0.0], [0.0, 0.0, 0.0], [0.0, 0.0, 0.0], [0.0, 0.0, 0.0], [0.0, 0.0, 0.0], [0.0, 0.0, 0.0]],
  "mulliken_spin": [-0.0003, 0.0002, -0.0010, 0.0019, -0.0035, 0.0015, -0.0003, 0.0000, 0.0009, -0.0028, -0.0006, 0.0118, -0.0059, -0.0004, -0.0030, 0.0056, 0.0002, -0.0004, 0.0002, -0.0002, 0.0015, 0.0000, 0.0001, 0.0000, 0.0000, 0.0000, 0.0000, -0.0010, 0.0015, 0.0006, 0.0006, 0.0004, 0.0002, 0.0000, 0.1379, 0.2473, -0.0487, 0.1199, 0.1050, 0.2341, 0.0720, -0.0081, 0.0276, -0.0032, 0.0021, 0.0012, 0.0017, -0.0019, 0.0003, 0.0000, -0.0001, -0.0001, 0.0008, 0.1081, -0.0002, -0.0018, -0.0042, 0.0000, -0.0001, 0.0001, 0.0000, 0.0000, -0.0001, 0.0026],
  "homo_ha": [-0.59980, -0.59979],
  "homo_lumo_gap_ev": [7.212, 4.973],
  "multiplicity": 2,
  "lumo_ev": [-9.11, -11.35],
  "charge": 3,
  "s2": 0.774
}

{
  "formula": "C39H48N2O2PdSb2",
  "method": "the ωB97M-V functional and the def2-TZVPD basis",
  "elements": ["Pd", "O", "C", "C", "C", "C", "N", "C", "C", "C", "C", "C", "C", "O", "C", "C", "N", "H", "H", "H", "H", "H", "H", "H", "H", "H", "H", "H", "H", "C", "C", "Sb", "C", "C", "C", "C", "H", "H", "H", "H", "H", "H", "H", "H", "H", "H", "H", "H", "H", "H", "H", "C", "C", "C", "C", "C", "C", "C", "Sb", "C", "C", "C", "C", "C", "C", "C", "C", "C", "C", "C", "C", "C", "C", "H", "H", "H", "H", "H", "H", "H", "H", "H", "H", "H", "H", "H", "H", "H", "H", "H", "H", "H", "H", "H"],
  "coordinates": [[-0.579, 1.541, 0.042], [-2.182, -1.367, 6.202], [-3.200, -0.669, 5.528], [-2.620, 0.002, 4.321], [-3.439, 0.645, 3.400], [-2.868, 1.196, 2.273], [-1.555, 1.177, 2.050], [-0.739, 0.621, 2.966], [-1.249, 0.002, 4.095], [0.716, 0.787, 2.741], [1.679, 0.253, 3.588], [3.023, 0.530, 3.373], [4.075, -0.051, 4.291], [3.585, -0.337, 5.577], [3.363, 1.339, 2.296], [2.353, 1.819, 1.482], [1.069, 1.546, 1.694], [-2.533, -1.737, 7.017], [-3.655, 0.101, 6.164], [-4.002, -1.340, 5.196], [-4.510, 0.693, 3.550], [-3.480, 1.673, 1.517], [-0.605, -0.472, 4.820], [1.411, -0.377, 4.424], [4.948, 0.608, 4.309], [4.397, -1.007, 3.868], [3.580, 0.461, 6.116], [4.396, 1.595, 2.095], [2.586, 2.466, 0.645], [-0.095, 2.639, -4.549], [0.096, 3.750, -3.522], [0.711, 3.016, -1.589], [2.358, 1.692, -2.126], [3.689, 2.343, -2.483], [1.357, 4.854, -0.618], [2.732, 5.345, -1.050], [-0.483, 3.069, -5.473], [-0.809, 1.889, -4.205], [0.850, 2.149, -4.781], [-0.815, 4.332, -3.382], [0.893, 4.439, -3.810], [1.959, 1.139, -2.979], [2.463, 0.984, -1.303], [3.589, 3.021, -3.331], [4.408, 1.569, -2.759], [4.113, 2.897, -1.647], [1.302, 4.695, 0.458], [0.577, 5.565, -0.892], [3.528, 4.763, -0.590], [2.853, 6.380, -0.730], [2.864, 5.319, -2.132], [-0.046, -4.159, 0.827], [-1.402, -3.584, 1.128], [-2.300, -4.303, 1.918], [-3.568, -3.823, 2.198], [-3.985, -2.606, 1.678], [-3.107, -1.864, 0.907], [-1.829, -2.348, 0.644], [-0.688, -0.964, -0.545], [1.252, -1.637, -1.199], [2.160, -1.667, -0.139], [3.483, -2.002, -0.362], [3.898, -2.294, -1.655], [3.000, -2.231, -2.706], [1.658, -1.898, -2.507], [0.725, -1.850, -3.685], [-2.172, -0.515, -2.040], [-2.559, 0.823, -2.077], [-3.499, 1.268, -2.990], [-4.077, 0.348, -3.856], [-3.732, -0.991, -3.785], [-2.776, -1.454, -2.879], [-2.454, -2.921, -2.805], [-0.099, -5.244, 0.750], [0.663, -3.921, 1.623], [0.353, -3.771, -0.109], [-1.994, -5.266, 2.309], [-4.241, -4.408, 2.812], [-4.988, -2.241, 1.860], [-3.433, -0.923, 0.476], [1.825, -1.438, 0.871], [4.183, -2.034, 0.463], [4.926, -2.575, -1.841], [3.339, -2.441, -3.713], [1.224, -1.423, -4.555], [-0.167, -1.264, -3.467], [0.411, -2.859, -3.962], [-2.134, 1.547, -1.340], [-3.787, 2.311, -3.024], [-4.810, 0.681, -4.579], [-4.210, -1.699, -4.452], [-2.385, -3.364, -3.798], [-3.245, -3.447, -2.265], [-1.517, -3.098, -2.276]],
  "forces_ev_per_a": [[-0.3, 1.3, 3.2], [0.0, 0.0, 0.0], [-0.1, 0.0, 0.0], [0.1, -0.1, -0.1], [0.0, 0.0, 0.1], [-0.2, 0.0, 0.0], [0.5, -0.6, -1.1], [-0.1, 0.0, 0.1], [0.0, 0.1, 0.0], [0.4, 0.0, 0.0], [-0.1, -0.1, 0.0], [0.0, 0.0, 0.0], [0.0, 0.0, -0.1], [-0.1, 0.0, 0.0], [0.0, -0.1, 0.0], [0.1, -0.1, 0.2], [0.0, 0.6, -0.1], [0.0, 0.0, 0.0], [0.0, 0.0, 0.0], [0.0, 0.0, 0.0], [0.0, 0.0, -0.1], [0.0, -0.1, 0.0], [0.0, 0.0, 0.0], [0.0, 0.0, 0.0], [0.0, 0.0, 0.0], [0.1, 0.0, 0.0], [0.1, 0.0, 0.0], [0.0, 0.0, 0.0], [0.0, 0.0, 0.0], [0.0, 0.1, 0.1], [-0.1, -0.2, 0.3], [1.0, -1.0, -1.1], [0.0, 0.6, 0.1], [0.0, -0.1, 0.0], [-0.2, -0.4, 0.1], [0.0, 0.0, 0.0], [0.0, 0.0, 0.0], [0.0, 0.0, 0.0], [0.0, 0.0, 0.0], [0.0, 0.0, 0.0], [0.0, 0.0, 0.0], [-0.1, 0.0, 0.1], [-0.1, 0.0, 0.0], [0.1, 0.0, 0.0], [0.0, 0.0, 0.0], [0.0, 0.0, 0.0], [0.0, 0.0, 0.0], [-0.1, 0.0, 0.0], [0.0, 0.0, 0.0], [0.0, 0.0, 0.0], [0.0, 0.0, 0.0], [0.0, 0.0, 0.0], [0.0, 0.0, 0.0], [0.0, 0.0, 0.0], [0.0, 0.0, 0.0], [0.0, 0.0, 0.0], [0.0, 0.0, 0.0], [0.5, 0.3, -0.1], [-0.5, -0.2, -1.3], [-0.5, 0.1, 0.3], [0.0, 0.0, 0.0], [0.0, 0.0, 0.1], [0.0, 0.0, 0.0], [0.0, 0.0, 0.0], [-0.1, 0.0, 0.0], [0.1, -0.1, 0.1], [0.3, -0.2, 0.2], [-0.1, 0.3, 0.2], [-0.1, -0.1, 0.0], [0.0, 0.1, 0.0], [0.0, -0.1, 0.0], [0.0, 0.1, 0.0], [-0.1, 0.1, 0.0], [0.0, 0.0, 0.0], [0.0, 0.0, 0.0], [0.0, -0.1, 0.0], [0.0, 0.0, 0.0], [0.0, 0.0, 0.0], [0.0, 0.0, 0.0], [0.0, 0.0, 0.0], [0.1, 0.0, 0.0], [0.0, 0.0, 0.0], [0.0, 0.0, 0.0], [0.0, 0.0, 0.0], [0.0, 0.0, 0.0], [0.0, 0.0, -0.1], [0.0, 0.0, 0.0], [-0.4, -0.4, -0.7], [0.0, 0.0, 0.0], [0.0, 0.0, 0.0], [0.0, 0.0, 0.0], [0.0, 0.0, 0.0], [0.0, 0.0, 0.0], [0.0, -0.1, 0.0]],
  "lowdin_charge": [0.3554, -0.0381, -0.1960, -0.1454, 0.0103, -0.1121, 0.0140, -0.1976, 0.0781, -0.2101, 0.0628, -0.1560, -0.1987, -0.0319, 0.0175, -0.1256, 0.0316, 0.1099, 0.1456, 0.1375, 0.1361, 0.1247, 0.1209, 0.1249, 0.1349, 0.1396, 0.1088, 0.1297, 0.0785, -0.1675, -0.3813, 1.4795, -0.3957, -0.1551, -0.3819, -0.1643, 0.0861, 0.0517, 0.0646, 0.0577, 0.0603, 0.0409, 0.0202, 0.0748, 0.0801, 0.0520, 0.0451, 0.0578, 0.0609, 0.0876, 0.0685, -0.0403, -0.2886, -0.0256, -0.0511, -0.0730, -0.1520, -0.3019, 1.6269, -0.3394, -0.1753, -0.0689, -0.0486, -0.0265, -0.2991, -0.0384, -0.3463, -0.2039, -0.0815, -0.0495, -0.0204, -0.2990, -0.0447, 0.0934, 0.0938, 0.0486, 0.1245, 0.1163, 0.1138, 0.0883, 0.0858, 0.1100, 0.1171, 0.1254, 0.0918, 0.0438, 0.0971, 0.0099, 0.1118, 0.1172, 0.1262, 0.0949, 0.0997, 0.0467],
  "homo_ha": -0.47779,
  "homo_lumo_gap_ev": 5.440,
  "lumo_ev": -7.56,
  "charge": 2
}

{
  "formula": "C13H11F6MgN4O7S3",
  "method": "the ωB97M-V functional and the def2-TZVPD basis",
  "elements": ["Mg", "N", "C", "C", "O", "N", "C", "C", "O", "O", "H", "H", "H", "H", "H", "H", "F", "C", "F", "F", "S", "O", "O", "N", "S", "O", "O", "C", "F", "F", "F", "S", "C", "N", "C", "C", "C", "C", "C", "C", "H", "H", "H", "H", "H"],
  "coordinates": [[-0.740, 0.303, 0.769], [-2.001, -1.978, -0.562], [-2.955, -2.214, 0.528], [-3.611, -0.905, 0.998], [-4.835, -0.893, 1.196], [-2.744, 0.087, 1.146], [-3.270, 1.394, 1.506], [-2.425, 2.534, 0.913], [-2.899, 3.663, 0.873], [-1.232, 2.217, 0.518], [-2.499, -1.847, -1.435], [-1.385, -2.772, -0.686], [-2.398, -2.636, 1.368], [-3.761, -2.908, 0.274], [-3.274, 1.539, 2.595], [-4.304, 1.524, 1.182], [1.201, 3.557, 2.331], [1.905, 2.609, 1.731], [1.610, 2.564, 0.444], [3.205, 2.882, 1.864], [1.537, 1.002, 2.588], [0.094, 0.897, 2.716], [2.324, 1.022, 3.777], [2.059, 0.010, 1.453], [1.603, -1.491, 1.347], [2.385, -2.184, 0.376], [0.151, -1.589, 1.255], [2.021, -2.316, 2.946], [1.787, -3.623, 2.833], [1.287, -1.830, 3.938], [3.310, -2.130, 3.218], [-1.156, 0.825, -3.730], [-1.187, 0.769, -2.010], [-0.080, 0.457, -1.423], [0.933, 0.266, -2.358], [2.271, -0.009, -2.067], [3.155, -0.161, -3.113], [2.734, -0.034, -4.443], [1.422, 0.261, -4.745], [0.526, 0.415, -3.688], [-2.097, 0.981, -1.465], [2.598, -0.094, -1.042], [4.193, -0.380, -2.900], [3.450, -0.160, -5.245], [1.096, 0.375, -5.770]],
  "forces_ev_per_a": [[-1.0, -0.1, -0.2], [0.0, 0.0, 0.0], [-0.1, 0.0, 0.0], [0.1, -0.1, 0.0], [0.0, 0.0, 0.0], [0.3, 0.3, -0.1], [-0.1, 0.0, 0.0], [0.1, 0.1, 0.2], [0.0, 0.0, 0.0], [-0.1, -0.2, 0.0], [0.0, 0.0, 0.0], [0.0, 0.0, 0.0], [0.0, 0.0, 0.0], [0.0, 0.0, 0.0], [0.0, 0.0, 0.0], [0.0, 0.0, 0.0], [0.0, 0.0, 0.0], [-0.1, 0.0, 0.1], [0.0, 0.0, 0.0], [0.0, 0.0, 0.0], [0.0, -0.1, -0.2], [0.2, 0.1, -0.1], [-0.1, 0.0, 0.1], [0.4, -0.1, 0.3], [0.0, 0.2, 0.0], [0.0, 0.0, 0.0], [0.3, 0.1, 0.1], [0.0, 0.0, 0.0], [0.0, 0.0, 0.0], [0.0, 0.0, 0.0], [0.0, 0.0, 0.0], [0.0, 0.0, 0.0], [0.0, 0.0, 0.0], [0.0, 0.0, 0.0], [0.0, 0.0, 0.1], [0.0, 0.0, -0.1], [0.0, 0.0, 0.0], [0.0, 0.0, 0.0], [-0.1, 0.0, 0.0], [0.0, 0.0, 0.0], [0.0, 0.0, 0.0], [0.0, 0.0, 0.0], [0.0, 0.0, 0.0], [0.0, 0.0, 0.0], [0.0, 0.0, 0.0]],
  "lowdin_charge": [0.6377, -0.0081, -0.1928, -0.5782, -0.0317, -0.0398, -0.1451, -0.6420, 0.0057, -0.1479, 0.0748, 0.0702, 0.1063, 0.1016, 0.1261, 0.1138, 0.1659, -0.6794, 0.1551, 0.1392, 0.6362, -0.2883, -0.2454, -0.2882, 0.6118, -0.2507, -0.3166, -0.6779, 0.1459, 0.1530, 0.1478, 1.0866, -0.4430, 0.0275, -0.2752, -0.0027, -0.0732, -0.0958, -0.0978, -0.4678, 0.0909, 0.0846, 0.1042, 0.0987, 0.1038],
  "homo_ha": -0.18379,
  "homo_lumo_gap_ev": 7.218,
  "lumo_ev": 2.22,
  "charge": -1
}

The evaluated ΔE to the lowest compared entry with this formula, charge and spin for the records listed, in turn: 0.0 0.0 23.5 kJ/mol.